[1]
A single C3H4N4 molecule. Source: OMol25; level of theory: the ωB97M-V functional and the def2-TZVPD basis.

lowest unoccupied orbital energy = 0.0131 Eh
HOMO = -9.94 eV
gap between HOMO and LUMO = 10.30 eV

Last columns: bonded neighbours and bond lengths (Å).
Atoms and positions in Å:
1 C -2.186 -0.286 -0.083  H4 1.077, H5 1.132, N8 1.287
2 C 0.929 1.167 0.058  H6 1.059, N9 1.351, N10 1.329
3 C 1.804 -0.765 0.037  H7 1.068, N10 1.344, N11 1.324
4 H -3.195 0.088 -0.029  C1 1.077
5 H -1.994 -1.401 -0.116  C1 1.132
6 H 0.789 2.202 -0.114  C2 1.059
7 H 2.618 -1.443 -0.099  C3 1.068
8 N -1.336 0.666 0.085  C1 1.287, N9 1.387
9 N -0.027 0.225 0.212  C2 1.351, N8 1.387, N11 1.336
10 N 2.097 0.543 -0.062  C2 1.329, C3 1.344
11 N 0.502 -0.997 0.113  C3 1.324, N9 1.336

Atomic partial charges in e from the Mulliken method, atoms 1 to 8: atom 1 (C): -0.214, atom 2 (C): 0.038, atom 3 (C): -0.096, atom 4 (H): 0.292, atom 5 (H): 0.282, atom 6 (H): 0.403, atom 7 (H): 0.416, atom 8 (N): -0.685

=====

[2]
2 unconnected molecules or ions with the total composition H4I2Si2. Source: OMol25; level of theory: the ωB97M-V functional and the def2-TZVPD basis.

⟨S²⟩ = 2.006
lowest unoccupied orbital energy (alpha / beta) = 0.0023 / -0.1136 Eh
HOMO (alpha / beta) = -6.59 / -9.29 eV
multiplicity = 3
gap between HOMO and LUMO (alpha / beta) = 6.65 / 6.20 eV

Last columns: bonded neighbours and bond lengths (Å).
Atoms and positions in Å:
1 Si -1.790 -0.078 -0.555  H5 1.486, H6 1.473, H7 1.539
2 Si 1.174 0.076 0.578  I3 2.523, I4 2.504, H8 1.527
3 I 2.713 -1.783 -0.161  Si2 2.523
4 I 2.658 1.995 -0.039  Si2 2.504
5 H -1.873 -1.465 -1.079  Si1 1.486
6 H -2.774 0.277 0.482  Si1 1.473
7 H -1.174 1.111 -1.313  Si1 1.539
8 H 1.068 -0.134 2.087  Si2 1.527

Now the Mulliken charges, all in e: atom 1 (Si): 0.136, atom 2 (Si): 0.105, atom 3 (I): -0.078, atom 4 (I): -0.075, atom 5 (H): -0.022, atom 6 (H): -0.043, atom 7 (H): -0.017, atom 8 (H): -0.005

=====

[3]
A gas-phase ion, C7H7IN3 (charge +1). Source: OMol25; level of theory: the ωB97M-V functional and the def2-TZVPD basis.

lowest unoccupied orbital energy = -0.1475 Eh
HOMO = -12.17 eV
charge = +1
gap between HOMO and LUMO = 8.16 eV

Last columns: bonded neighbours and bond lengths (Å).
Atoms and positions in Å:
1 C 1.410 -0.210 0.733  C2 1.347, N8 1.396, H12 1.089
2 C 1.374 -1.421 0.145  C1 1.347, N9 1.342, N10 1.358
3 C -0.116 -0.194 -0.955  N8 1.445, N9 1.281, H14 0.853
4 C -1.053 2.535 0.030  C5 1.402, C6 1.341, H13 1.098
5 C -2.218 1.782 -0.172  C4 1.402, C7 1.255
6 C 0.200 2.088 0.207  C4 1.341, N8 1.508, H15 1.015
7 C -3.238 1.073 -0.349  C5 1.255, I11 2.035
8 N 0.518 0.623 0.054  C1 1.396, C3 1.445, C6 1.508
9 N 0.415 -1.348 -0.791  C2 1.342, C3 1.281, H16 1.074
10 N 1.899 -2.660 0.332  C2 1.358, H17 1.042, H18 0.981
11 I -4.725 -0.224 0.149  C7 2.035
12 H 1.785 0.197 1.671  C1 1.089
13 H -1.068 3.615 0.228  C4 1.098
14 H -0.938 -0.191 -1.187  C3 0.853
15 H 1.039 2.613 0.430  C6 1.015
16 H 0.120 -2.209 -1.361  N9 1.074
17 H 2.528 -2.702 1.161  N10 1.042
18 H 2.066 -3.368 -0.326  N10 0.981

Atomic partial charges in e from the Mulliken method, atoms 1 to 8: atom 1 (C): -0.328, atom 2 (C): 0.199, atom 3 (C): -0.476, atom 4 (C): -0.635, atom 5 (C): 0.237, atom 6 (C): -0.143, atom 7 (C): -0.304, atom 8 (N): 0.120

=====

Which formula does entry 2 have? H4I2Si2

=====

Which formula does entry 3 have? C7H7IN3